1.
Computed, not measured: a 4-piece molecular cluster, C3H17N2O3 overall at a distorted geometry, with ωB97M-V/def2-TZVPD.

Atoms and positions in Å:
O1 -5.40 0.40 -2.74
O2 2.02 5.09 3.66
O3 -1.23 -0.67 -2.84
N1 0.30 -0.78 -0.47
N2 2.77 -1.12 0.66
C1 -0.23 0.20 0.59
C2 1.70 -1.96 1.29
C3 0.58 -2.05 0.29
H1 3.21 -1.62 -0.09
H2 0.91 -2.74 -0.53
H3 1.98 6.05 3.76
H4 -0.82 -1.10 -3.60
H5 -1.44 0.21 -3.13
H6 -4.45 0.54 -2.61
H7 2.13 -2.95 1.45
H8 3.47 -0.79 1.32
H9 -0.46 1.07 -0.04
H10 0.52 0.34 1.35
H11 -0.32 -2.56 0.63
H12 -5.54 -0.41 -3.27
H13 2.68 4.92 4.37
H14 -1.15 -0.06 1.11
H15 -0.40 -1.00 -1.19
H16 1.45 -1.44 2.20
H17 1.16 -0.30 -0.74

energy = -459.4683 hartree
net charge = +1
spin multiplicity = 1
LUMO level = -0.112 Eh
HOMO-LUMO gap = 10.445 eV
HOMO energy = -13.50 eV
largest force on an atom = 4.03 eV/A
energy above the lowest of the compared OMol25 structures with the same formula, charge and spin = 201.90 kJ/mol

***

2.
Computed, not measured: a 4-piece molecular cluster, C3H17N2O3 overall at a distorted geometry, with ωB97M-V/def2-TZVPD.

Atoms and positions in Å:
O1 -2.22 -0.03 1.93
O2 1.74 -1.05 1.63
O3 -2.96 -2.27 3.55
N1 -0.18 0.52 0.45
N2 2.30 1.80 -2.55
C1 1.63 0.50 -2.21
C2 -0.54 0.13 -0.89
C3 0.17 0.93 -1.90
H1 -1.10 0.81 1.00
H2 0.44 2.00 -1.55
H3 2.39 -0.45 1.44
H4 -2.73 -2.99 2.93
H5 1.56 -0.27 -3.10
H6 1.61 2.39 -3.20
H7 -1.55 0.12 -1.04
H8 0.49 1.39 0.51
H9 0.34 -0.12 0.97
H10 -0.27 -0.84 -1.14
H11 3.15 1.72 -3.07
H12 2.17 -1.85 1.45
H13 2.09 -0.02 -1.39
H14 -2.14 -0.86 2.41
H15 -3.07 -2.94 4.22
H16 -2.97 0.40 2.43
H17 -0.35 0.96 -2.89

energy = -459.4443 hartree
net charge = +1
spin multiplicity = 1
LUMO level = -0.103 Eh
HOMO-LUMO gap = 9.884 eV
HOMO energy = -12.68 eV
largest force on an atom = 5.53 eV/A
energy above the lowest of the compared OMol25 structures with the same formula, charge and spin = 264.93 kJ/mol

***

3.
Computed, not measured: a 6-piece molecular cluster, C3H18N2O6 overall at a distorted geometry, with ωB97M-V/def2-TZVPD.

Atoms and positions in Å:
O1 1.31 1.51 -1.90
O2 2.29 -0.01 0.09
O3 1.83 1.10 2.49
O4 1.24 -1.54 2.52
O5 -0.24 -0.14 -3.39
O6 -3.82 2.07 1.05
N1 -2.08 0.69 0.92
N2 0.12 -1.82 -0.87
C1 -0.87 0.20 0.23
C2 -2.81 1.77 0.45
C3 -1.02 -1.31 -0.07
H1 -0.74 0.78 -0.69
H2 1.68 0.25 2.84
H3 0.08 -0.20 -4.30
H4 -1.08 -1.89 0.86
H5 3.20 -0.01 -0.05
H6 0.97 1.51 2.57
H7 -2.42 2.34 -0.40
H8 -1.94 -1.47 -0.64
H9 0.05 0.38 0.88
H10 -2.36 0.14 1.72
H11 0.93 -2.35 2.78
H12 0.03 -1.55 -1.84
H13 1.67 1.03 -1.25
H14 1.26 -1.51 1.57
H15 2.08 0.45 0.95
H16 0.83 0.89 -2.52
H17 0.98 -1.51 -0.50
H18 -1.13 0.20 -3.51

energy = -685.7189 hartree
net charge = +1
spin multiplicity = 2
LUMO level (alpha / beta) = -0.115 / -0.320 Eh
HOMO-LUMO gap (alpha / beta) = 10.904 / 5.097 eV
HOMO energy (alpha / beta) = -14.03 / -13.79 eV
largest force on an atom = 6.16 eV/A
energy above the lowest of the compared OMol25 structures with the same formula, charge and spin = 0.00 kJ/mol

***

4.
Computed, not measured: a 6-piece molecular cluster, C3H18NO6S2 overall at a distorted geometry, with ωB97M-V/def2-TZVPD.

Atoms and positions in Å:
S1 -2.94 -0.73 1.17
S2 -2.11 -1.71 2.70
O1 4.33 0.36 -0.08
O2 1.40 -0.18 0.82
O3 1.95 1.86 -1.19
O4 -1.84 -2.07 -1.74
O5 -1.23 2.19 2.87
O6 0.58 -4.10 -3.09
N1 -0.23 2.29 0.49
C1 -1.59 0.16 0.25
C2 -1.58 1.64 0.59
C3 -2.05 1.93 2.03
H1 -1.94 -0.06 -0.76
H2 -1.28 -2.72 -2.19
H3 -0.31 -4.46 -3.11
H4 1.85 1.83 -2.15
H5 -2.28 2.13 -0.09
H6 1.21 -1.08 0.54
H7 -0.01 2.73 1.39
H8 2.23 -0.21 1.31
H9 -0.23 2.85 -0.36
H10 -3.13 1.87 2.21
H11 4.88 -0.11 -0.73
H12 1.11 -4.62 -2.48
H13 -0.70 -0.41 0.42
H14 2.55 1.10 -0.98
H15 -1.38 -0.74 3.29
H16 -2.50 -2.63 -1.31
H17 0.55 1.62 0.37
H18 4.66 1.27 -0.17

energy = -1427.4238 hartree
net charge = +1
spin multiplicity = 1
LUMO level = -0.103 Eh
HOMO-LUMO gap = 8.853 eV
HOMO energy = -11.66 eV
largest force on an atom = 1.77 eV/A
energy above the lowest of the compared OMol25 structures with the same formula, charge and spin = 29.23 kJ/mol

***

5.
Computed, not measured: a 6-piece molecular cluster, C3H19NO5S2 overall at a distorted geometry, with ωB97M-V/def2-TZVPD.

Atoms and positions in Å:
S1 -1.54 0.64 -1.13
S2 -0.32 -0.09 -2.57
O1 2.32 1.37 1.21
O2 1.66 -0.98 3.45
O3 -0.81 -3.50 0.31
O4 -3.39 1.14 2.78
O5 -1.00 -0.62 3.71
N1 3.63 -0.30 -1.32
C1 1.34 0.43 -2.13
C2 -2.20 2.29 -1.34
C3 2.24 -0.72 -1.71
H1 -3.03 0.88 3.64
H2 -0.12 -0.25 3.66
H3 2.39 -1.38 -2.62
H4 -1.34 -3.29 -0.47
H5 -1.77 2.87 -2.21
H6 -2.64 0.89 2.23
H7 2.07 -0.48 2.74
H8 2.96 1.16 1.89
H9 1.42 1.31 -1.47
H10 1.57 -1.83 3.00
H11 1.79 0.97 -2.98
H12 -2.35 3.07 -0.61
H13 3.84 0.36 -2.06
H14 -1.27 -1.52 3.59
H15 1.57 1.86 1.53
H16 3.52 0.26 -0.48
H17 -1.52 -3.69 0.94
H18 -3.28 2.15 -1.56
H19 1.81 -1.21 -0.82

energy = -1352.9638 hartree
spin multiplicity = 1
LUMO level = 0.002 Eh
HOMO-LUMO gap = 8.824 eV
HOMO energy = -8.77 eV
SMILES string = CSSCCN.O.O.O.O.O
largest force on an atom = 3.26 eV/A
energy above the lowest of the compared OMol25 structures with the same formula, charge and spin = 132.17 kJ/mol

***

6.
Computed, not measured: a 7-piece molecular cluster, C3H19NO8 overall at a distorted geometry, with ωB97M-V/def2-TZVPD.

Atoms and positions in Å:
O1 -3.87 0.64 0.86
O2 -1.79 3.60 -0.39
O3 -1.71 -2.44 2.59
O4 0.87 -2.38 -0.61
O5 -2.09 0.63 2.88
O6 -1.06 1.59 -2.52
O7 2.85 -0.94 2.03
O8 3.31 -0.22 -0.68
N1 1.53 1.10 -0.47
C1 1.53 -0.68 -2.22
C2 0.40 -1.60 -1.73
C3 2.20 0.08 -1.08
H1 -1.48 1.10 2.33
H2 -0.39 -0.95 -1.26
H3 2.27 -1.45 -2.47
H4 -1.92 0.70 3.83
H5 0.05 -2.32 -2.44
H6 -1.63 2.24 -2.07
H7 -0.83 -2.54 2.21
H8 -3.64 0.89 1.77
H9 1.20 0.08 -2.93
H10 3.48 -0.46 1.48
H11 0.60 1.32 -0.73
H12 1.49 -3.06 -0.90
H13 1.98 1.52 0.35
H14 2.32 -1.41 1.39
H15 -1.58 1.30 -3.27
H16 -2.74 3.47 -0.21
H17 -3.80 -0.30 0.76
H18 -1.81 -1.51 2.78
H19 -1.38 3.42 0.46

energy = -782.3818 hartree
spin multiplicity = 1
LUMO level = -0.009 Eh
HOMO-LUMO gap = 9.625 eV
HOMO energy = -9.88 eV
SMILES string = NC(=O)CCO.O.O.O.O.O.O
largest force on an atom = 2.69 eV/A
energy above the lowest of the compared OMol25 structures with the same formula, charge and spin = 102.33 kJ/mol

***

7.
Computed, not measured: a 7-piece molecular cluster, C3H19NO8 overall at a distorted geometry, with ωB97M-V/def2-TZVPD.

Atoms and positions in Å:
O1 3.24 0.83 0.92
O2 1.65 -1.56 -0.49
O3 -1.05 -1.46 -2.34
O4 2.43 1.58 -1.47
O5 -0.30 2.56 -1.07
O6 -2.29 0.86 -1.61
O7 1.59 -2.48 1.65
O8 0.32 3.51 1.33
N1 -0.25 -2.20 0.29
C1 -1.38 -2.22 1.25
C2 1.05 -2.10 0.63
C3 -2.29 -0.95 1.33
H1 2.37 -2.06 -0.90
H2 2.89 1.56 -0.61
H3 1.16 3.05 1.28
H4 -0.39 -0.84 -2.67
H5 -0.85 -2.29 2.29
H6 -3.13 -1.28 1.94
H7 0.05 3.24 2.23
H8 -3.14 1.29 -1.62
H9 -1.67 -0.89 -1.84
H10 2.84 0.11 1.47
H11 -0.48 -2.23 -0.72
H12 -1.67 -0.20 1.79
H13 -0.68 3.14 -0.41
H14 3.88 0.39 0.35
H15 0.47 2.03 -0.83
H16 -2.76 -0.55 0.42
H17 -2.05 -3.06 0.98
H18 -1.61 1.47 -1.91
H19 2.03 0.74 -1.68

energy = -782.3765 hartree
spin multiplicity = 1
LUMO level = 0.004 Eh
HOMO-LUMO gap = 9.733 eV
HOMO energy = -9.61 eV
SMILES string = CCNC(=O)O.O.O.O.O.O.O
largest force on an atom = 2.38 eV/A
energy above the lowest of the compared OMol25 structures with the same formula, charge and spin = 116.27 kJ/mol

***

8.
Computed, not measured: a 7-piece molecular cluster, C3H20NO7 overall at a distorted geometry, with ωB97M-V/def2-TZVPD.

Atoms and positions in Å:
O1 0.75 -2.08 -2.29
O2 0.59 -2.68 0.41
O3 2.17 1.47 -0.22
O4 -0.11 2.53 -1.30
O5 -1.49 -0.83 -0.67
O6 -2.53 3.23 -0.18
O7 3.08 -0.73 -1.40
N1 0.43 -0.03 0.92
C1 -0.93 0.01 1.53
C2 -1.88 -0.55 0.43
C3 -1.15 -0.88 2.76
H1 0.53 -2.83 -0.55
H2 -0.19 -0.89 3.27
H3 1.67 2.08 -0.77
H4 0.80 0.93 0.92
H5 2.37 -1.28 -1.78
H6 1.05 -0.77 1.21
H7 3.85 -1.10 -1.86
H8 -2.43 4.16 0.08
H9 0.03 -1.46 -2.15
H10 0.47 -2.79 -2.89
H11 2.91 0.97 -0.60
H12 -0.02 2.96 -2.15
H13 1.39 -3.15 0.70
H14 -3.33 3.12 -0.71
H15 -0.97 2.66 -0.87
H16 -1.89 -0.40 3.39
H17 -1.19 1.06 1.61
H18 -1.29 -1.92 2.48
H19 0.25 -0.13 -0.08
H20 -2.93 -0.68 0.74

energy = -707.5188 hartree
net charge = +1
spin multiplicity = 1
LUMO level = -0.100 Eh
HOMO-LUMO gap = 11.233 eV
HOMO energy = -13.95 eV
largest force on an atom = 2.18 eV/A
energy above the lowest of the compared OMol25 structures with the same formula, charge and spin = 0.00 kJ/mol

***

9.
Computed, not measured: a 8-piece molecular cluster, C3H21O8S2 overall at a distorted geometry, with ωB97M-V/def2-TZVPD.

Atoms and positions in Å:
S1 -1.93 -1.20 1.74
S2 -0.78 -2.81 2.29
O1 1.70 0.48 0.17
O2 -0.24 3.03 1.38
O3 -0.39 0.47 -3.39
O4 2.42 0.75 3.86
O5 -0.03 -0.86 -1.28
O6 -2.89 -0.99 -1.88
O7 -1.23 2.32 -1.00
O8 -2.87 1.57 -3.37
C1 2.39 -0.41 1.04
C2 1.57 -1.29 1.98
C3 0.84 -2.49 1.42
H1 -1.14 2.90 -1.71
H2 -3.18 -0.11 -1.55
H3 2.51 0.60 2.91
H4 0.15 -1.71 -1.07
H5 -0.83 2.59 0.67
H6 0.96 -0.59 2.53
H7 2.23 -1.65 2.87
H8 0.69 -2.29 0.25
H9 3.22 -0.86 0.43
H10 -0.69 1.48 -1.08
H11 2.97 0.41 1.48
H12 -2.42 -1.71 0.52
H13 -2.17 1.36 -4.01
H14 1.01 0.04 -0.54
H15 -1.91 -0.77 -2.14
H16 0.71 2.68 1.08
H17 -1.04 -0.10 -3.80
H18 1.45 0.92 3.74
H19 1.33 -3.44 1.65
H20 -0.10 -0.16 -2.64
H21 -2.33 1.83 -2.55

energy = -1525.1780 hartree
net charge = -1
spin multiplicity = 1
LUMO level = 0.103 Eh
HOMO-LUMO gap = 8.935 eV
HOMO energy = -6.14 eV
largest force on an atom = 4.73 eV/A
energy above the lowest of the compared OMol25 structures with the same formula, charge and spin = 231.12 kJ/mol

***

10.
Computed, not measured: a 7-piece molecular cluster, C3H22N2O7 overall at a distorted geometry, with ωB97M-V/def2-TZVPD.

Atoms and positions in Å:
O1 -0.54 2.35 -2.57
O2 1.53 -0.54 -1.15
O3 -2.69 1.16 -1.26
O4 0.45 1.85 2.40
O5 -1.17 2.78 0.41
O6 3.12 1.10 0.66
O7 0.23 -2.82 -1.96
N1 -1.76 -2.22 -0.07
N2 1.05 -1.03 2.06
C1 0.40 -1.47 0.82
C2 -1.05 -1.83 1.15
C3 0.44 -0.36 -0.24
H1 -2.31 1.68 -0.52
H2 -2.55 -2.80 0.14
H3 0.62 0.60 0.21
H4 -0.59 2.39 1.12
H5 0.90 -2.33 0.37
H6 1.09 -1.79 2.72
H7 -0.47 2.77 -1.70
H8 -2.11 -1.38 -0.55
H9 0.19 1.73 -2.61
H10 -1.04 -2.66 1.86
H11 1.99 -0.69 1.91
H12 -2.23 1.57 -2.01
H13 0.31 -3.74 -2.19
H14 -1.65 3.50 0.86
H15 2.84 0.55 -0.08
H16 -0.48 -0.35 -0.81
H17 1.37 1.92 2.11
H18 -0.54 -2.72 -1.35
H19 1.41 -1.39 -1.62
H20 0.32 0.88 2.55
H21 3.48 1.88 0.24
H22 -1.51 -0.99 1.67

energy = -763.7226 hartree
spin multiplicity = 1
LUMO level = 0.020 Eh
HOMO-LUMO gap = 10.459 eV
HOMO energy = -9.91 eV
SMILES string = NC[C@H](N)CO.O.O.O.O.O.O
largest force on an atom = 1.00 eV/A
energy above the lowest of the compared OMol25 structures with the same formula, charge and spin = 0.00 kJ/mol

***

11.
Computed, not measured: a 9-piece molecular cluster, C3H22NO10 overall at a distorted geometry, with ωB97M-V/def2-TZVPD.

Atoms and positions in Å:
O1 1.41 -2.53 -0.82
O2 1.18 1.02 -1.31
O3 -1.39 2.64 -1.27
O4 -3.42 0.49 -0.86
O5 -1.84 1.00 1.88
O6 -1.79 -1.61 1.73
O7 -1.44 0.22 -2.91
O8 0.44 1.81 0.71
O9 1.00 -0.89 -2.99
O10 -0.16 -3.57 0.99
N1 2.52 0.83 2.14
C1 1.34 1.26 -0.06
C2 2.64 0.61 0.58
C3 1.41 -0.01 2.68
H1 0.39 -2.87 0.46
H2 -0.89 2.13 -0.49
H3 1.32 -1.87 -1.64
H4 -2.53 -1.56 2.25
H5 -1.18 -2.20 1.89
H6 3.62 1.25 0.19
H7 0.78 0.54 3.57
H8 1.85 -0.97 3.03
H9 -1.76 -0.42 -2.23
H10 -1.19 1.08 -2.41
H11 1.34 -0.10 -2.46
H12 -0.88 1.23 1.80
H13 -2.82 1.07 -1.07
H14 1.47 -3.42 -1.21
H15 0.04 -0.55 -3.03
H16 -1.89 0.08 2.06
H17 -3.49 0.56 0.18
H18 2.65 -0.39 0.42
H19 -0.67 3.01 -1.62
H20 -1.08 -3.71 0.71
H21 2.51 1.86 2.30
H22 0.60 -0.29 1.95

energy = -934.6780 hartree
net charge = -1
spin multiplicity = 1
LUMO level = 0.108 Eh
HOMO-LUMO gap = 8.324 eV
HOMO energy = -5.40 eV
largest force on an atom = 8.32 eV/A
energy above the lowest of the compared OMol25 structures with the same formula, charge and spin = 277.63 kJ/mol

***

12.
Computed, not measured: a 10-piece molecular cluster, C3H23O10S overall, with ωB97M-V/def2-TZVPD.

Atoms and positions in Å:
S1 0.46 -0.64 -1.68
O1 -1.84 1.87 -2.07
O2 -2.55 -1.01 2.43
O3 -1.86 0.54 0.30
O4 0.90 4.08 0.50
O5 -0.34 4.06 -1.83
O6 0.42 -3.76 -2.04
O7 -0.80 1.87 2.38
O8 -0.42 -2.63 2.22
O9 -1.40 -3.84 -0.03
O10 1.72 0.50 1.54
C1 2.22 -0.16 -1.44
C2 2.78 -0.76 -0.15
C3 1.78 -0.57 0.96
H1 -1.20 -2.04 2.38
H2 -0.73 -3.20 1.48
H3 -0.03 1.29 2.46
H4 -1.12 0.01 -0.10
H5 -0.40 2.67 1.96
H6 2.26 0.93 -1.42
H7 -0.76 -3.91 -0.77
H8 -0.87 3.20 -1.96
H9 0.24 -2.83 -2.35
H10 -1.03 4.72 -1.72
H11 1.27 -3.66 -1.60
H12 2.99 -1.82 -0.30
H13 -1.27 1.24 -2.54
H14 -2.47 -0.52 1.58
H15 -1.94 1.40 -1.19
H16 -1.45 1.15 0.96
H17 3.72 -0.28 0.13
H18 1.45 3.28 0.51
H19 1.19 -1.43 1.29
H20 2.77 -0.49 -2.35
H21 -1.86 -2.99 -0.17
H22 0.48 4.10 -0.40
H23 -2.30 -0.33 3.06

energy = -1278.8130 hartree
net charge = -1
spin multiplicity = 1
LUMO level = 0.113 Eh
HOMO-LUMO gap = 7.759 eV
HOMO energy = -4.69 eV
largest force on an atom = 0.96 eV/A
energy above the lowest of the compared OMol25 structures with the same formula, charge and spin = 0.00 kJ/mol